Below is a cluster of 8 separate species, C22H38NO28S7 in total at a distorted geometry, with properties calculated with ωB97M-V with the def2-TZVPD basis set.

```
! wB97M-V def2-TZVPD RIJCOSX def2/J DEFGRID3
* xyz -1 1
N -2.67 2.42 -0.51
C -3.70 1.38 -0.50
C -3.79 0.84 -1.99
C -2.35 0.63 -2.48
C -1.97 1.20 -3.67
C -0.63 1.01 -4.09
C 0.25 0.30 -3.32
C -0.15 -0.31 -2.10
C -1.46 -0.13 -1.71
H -2.99 3.17 -1.13
H -4.68 1.78 -0.15
H -3.32 0.58 0.17
H -4.29 1.60 -2.61
H -4.37 -0.10 -2.07
H -2.64 1.79 -4.29
H -0.33 1.44 -5.04
H 1.29 0.16 -3.61
H 0.51 -0.88 -1.45
H -1.81 -0.56 -0.78
C 3.21 2.42 1.15
C 2.18 2.07 0.10
O 2.92 1.78 -1.07
S 4.33 1.14 -0.68
O 4.24 -0.27 -0.78
O 5.36 1.87 -1.34
O 4.31 1.53 0.88
H 3.56 3.45 1.03
H 2.84 2.29 2.16
H 1.47 2.88 -0.07
H 1.63 1.16 0.38
C 4.51 -1.44 5.66
C 3.12 -0.97 5.29
O 3.29 0.41 4.93
S 4.72 0.61 4.26
O 4.56 0.57 2.85
O 5.38 1.68 4.93
O 5.38 -0.78 4.73
H 4.79 -1.12 6.67
H 4.62 -2.52 5.59
H 2.41 -1.07 6.11
H 2.74 -1.50 4.42
C 8.60 -1.20 -3.75
C 8.28 -2.59 -3.24
O 7.84 -2.40 -1.90
S 7.07 -0.98 -1.79
O 5.68 -1.20 -1.88
O 7.65 -0.25 -0.72
O 7.58 -0.36 -3.19
H 9.57 -0.85 -3.38
H 8.58 -1.13 -4.83
H 9.15 -3.25 -3.27
H 7.47 -3.04 -3.81
C -2.39 -3.28 2.50
C -1.39 -2.82 1.48
O -0.77 -1.67 2.04
S -0.72 -1.79 3.64
O 0.56 -2.30 4.02
O -1.20 -0.58 4.18
O -1.77 -3.06 3.77
H -3.31 -2.69 2.47
H -2.64 -4.34 2.38
H -1.84 -2.58 0.52
H -0.61 -3.57 1.33
C -5.14 -1.24 7.24
C -6.21 -1.42 6.18
O -5.48 -1.64 4.97
S -4.11 -2.41 5.29
O -4.31 -3.80 5.06
O -3.03 -1.69 4.72
O -4.11 -2.17 6.89
H -4.72 -0.24 7.21
H -5.52 -1.45 8.24
H -6.86 -0.56 6.08
H -6.82 -2.31 6.37
C -7.27 5.64 0.89
C -8.26 5.28 -0.20
O -7.46 5.01 -1.35
S -6.04 4.37 -0.87
O -6.13 2.96 -0.98
O -5.00 5.13 -1.46
O -6.16 4.77 0.69
H -6.92 6.67 0.78
H -7.68 5.50 1.89
H -8.96 6.08 -0.41
H -8.81 4.36 0.05
C 2.19 -1.00 -6.68
C 2.87 -2.34 -6.77
O 1.85 -3.24 -7.22
S 0.83 -2.45 -8.18
O 1.19 -2.70 -9.53
O -0.49 -2.67 -7.70
O 1.29 -0.96 -7.80
H 1.59 -0.91 -5.76
H 2.89 -0.17 -6.73
H 3.29 -2.66 -5.82
H 3.66 -2.33 -7.53
*
```

- Kohn-Sham gap: 0.1089 Eh
- Lowest unoccupied orbital energy: 1.70 eV
- HOMO energy: -1.3 eV
- DFT total energy: -158085.895 eV
- F_max: 4.3 eV/Å

Below is a structure of composition C22H38NO2P2SiV at a distorted geometry, with properties calculated with ωB97M-V with the def2-TZVPD basis set.

```
! wB97M-V def2-TZVPD RIJCOSX def2/J DEFGRID3
* xyz 1 2
C 0.44 -1.29 -3.65
C 0.71 -1.01 -2.32
N -0.21 -1.21 -1.35
C -1.43 -1.70 -1.68
C -1.74 -2.06 -2.99
C -0.81 -1.83 -4.00
C 2.12 -0.57 -1.98
P 2.28 -0.05 -0.22
V 0.32 -0.79 0.74
P -2.30 -0.87 0.90
C -2.48 -1.88 -0.61
C 0.68 0.98 1.84
C 1.55 0.55 2.88
C 1.68 1.35 4.03
C 0.89 2.49 4.19
C -0.03 2.85 3.18
C -0.15 2.08 2.02
O 1.37 4.45 -5.19
O -2.40 2.69 -1.34
H 1.21 -1.05 -4.38
H -2.71 -2.52 -3.20
H -1.02 -2.06 -5.04
C 3.87 -0.84 0.16
C 2.66 1.73 -0.27
H -3.47 -1.64 -1.05
H -2.52 -2.95 -0.32
H 2.40 0.26 -2.65
H 2.79 -1.46 -2.07
C -3.07 -1.76 2.28
C -3.21 0.65 0.60
H 2.94 -1.13 3.18
H 2.41 1.05 4.80
H 0.98 3.08 5.10
H -0.68 3.72 3.36
H -0.85 2.38 1.23
H -1.98 2.61 -2.20
H -2.44 3.65 -1.19
H 1.07 4.64 -4.28
H 1.72 3.55 -5.21
H -1.00 -0.44 1.66
H 4.64 -0.47 -0.53
H 4.14 -0.62 1.20
H 3.76 -1.93 0.04
H 3.72 1.88 -0.52
H 2.01 2.23 -1.00
H 2.46 2.15 0.72
H -4.29 0.44 0.52
H -3.04 1.33 1.45
H -2.87 1.16 -0.31
H -4.10 -2.07 2.03
H -2.48 -2.65 2.53
H -3.09 -1.08 3.14
C 2.28 -3.71 4.34
Si 0.70 -3.22 3.45
C -0.01 -4.63 2.47
C -0.52 -2.59 4.74
C 1.96 -0.83 2.80
C 1.05 -1.73 2.29
H 2.02 -4.35 5.21
H 2.83 -2.84 4.70
H 2.95 -4.28 3.68
H 0.02 -5.54 3.09
H -1.04 -4.44 2.17
H 0.59 -4.80 1.56
H -0.30 -1.55 5.00
H -1.56 -2.66 4.40
H -0.39 -3.22 5.64
*
```

- Kohn-Sham gap (spin up / spin down): 0.2330 / 0.2294 Eh
- Lowest unoccupied orbital energy (spin up / spin down): -3.04 / -2.97 eV
- HOMO energy (spin up / spin down): -9.4 / -9.2 eV
- DFT total energy: -81149.979 eV
- F_max: 2.2 eV/Å
- <S²>: 0.8167

Below is a structure of composition C22H39AuCl2N4O4 at a distorted geometry, with properties calculated with ωB97M-V with the def2-TZVPD basis set.

```
! wB97M-V def2-TZVPD RIJCOSX def2/J DEFGRID3
* xyz 0 3
O -2.29 0.80 -1.91
C -1.55 1.06 -2.84
C -0.94 0.25 -3.85
C -0.92 -1.14 -3.76
H -0.80 -1.59 -2.76
C -1.05 -1.91 -4.91
H -1.15 -2.99 -4.80
C -1.10 -1.32 -6.18
H -1.22 -1.94 -7.07
C -0.98 0.06 -6.28
H -0.99 0.53 -7.24
C -0.88 0.85 -5.12
H -0.78 1.92 -5.21
H -1.12 2.17 -2.88
C 0.89 3.26 -2.10
C 1.17 1.78 -2.08
H 1.22 3.72 -3.05
H 1.60 3.52 -1.29
H -0.11 3.63 -1.81
C 1.83 1.03 -3.00
C 3.29 1.45 -3.16
H 1.49 0.14 -3.57
H 3.57 1.55 -4.20
H 3.84 0.61 -2.72
H 3.51 2.37 -2.59
Au 2.23 0.86 -0.63
Cl 1.43 -1.60 -1.06
Cl 2.82 0.55 1.57
C 1.85 -2.05 2.33
O 0.66 -1.80 2.48
N 2.79 -1.85 3.30
C 2.46 -1.12 4.49
C 4.11 -2.43 3.19
H 2.25 -2.42 1.34
H 1.72 -0.37 4.26
H 3.36 -0.66 4.88
H 2.07 -1.80 5.24
H 4.34 -2.68 2.13
H 4.18 -3.36 3.80
H 4.89 -1.73 3.57
H -1.29 4.24 3.28
H -3.59 3.74 2.34
C -0.95 4.32 2.22
C -3.18 3.75 1.33
N -1.76 3.46 1.38
H 0.12 4.06 2.15
C -1.16 2.45 0.68
O 0.06 2.25 0.69
H -3.66 3.02 0.72
H -1.83 1.85 0.10
H -1.09 5.39 1.91
H -3.34 4.75 0.92
C -1.90 -3.35 -0.06
N -1.85 -3.38 1.37
C -1.44 -4.64 1.96
C -2.18 -2.23 2.04
O -2.52 -1.22 1.41
N -2.17 -2.13 3.42
C -1.81 -3.12 4.40
C -2.33 -0.78 3.86
H -2.84 -3.79 -0.40
H -1.06 -3.91 -0.46
H -1.84 -2.31 -0.39
H -0.46 -4.56 2.48
H -2.21 -5.05 2.65
H -1.32 -5.36 1.13
H -2.03 -2.67 5.37
H -2.42 -4.02 4.30
H -0.74 -3.37 4.37
H -2.31 -0.77 4.94
H -1.54 -0.15 3.46
H -3.28 -0.40 3.49
*
```

- Kohn-Sham gap (spin up / spin down): 0.2684 / 0.1810 Eh
- Lowest unoccupied orbital energy (spin up / spin down): -0.34 / -2.72 eV
- HOMO energy (spin up / spin down): -7.6 / -7.6 eV
- DFT total energy: -66329.165 eV
- F_max: 4.6 eV/Å
- <S²>: 2.0127

Below is a structure of composition C22H39BN2O3P2Sc at a distorted geometry, with properties calculated with ωB97M-V with the def2-TZVPD basis set.

```
! wB97M-V def2-TZVPD RIJCOSX def2/J DEFGRID3
* xyz 2 2
Sc -0.53 -0.20 -1.73
H 0.11 1.10 -3.38
H -2.11 -0.07 -2.80
P -0.67 -2.63 -2.30
P -0.28 3.33 -2.33
C 1.31 3.48 -1.51
H 1.46 4.55 -1.30
H 1.36 2.88 -0.59
H 2.08 3.10 -2.20
C -0.58 4.63 -3.56
H -1.63 4.95 -3.52
H 0.13 5.45 -3.42
H -0.41 4.15 -4.54
C -1.60 3.38 -1.08
H -1.39 2.80 -0.17
H -1.70 4.44 -0.78
H -2.58 3.05 -1.47
C 0.28 -3.32 -3.71
H 0.17 -4.41 -3.80
H -0.04 -2.85 -4.64
H 1.35 -3.08 -3.58
C 0.14 -3.32 -0.82
H -0.30 -2.92 0.10
H 0.06 -4.41 -0.80
H 1.21 -3.05 -0.81
C -2.28 -3.46 -2.39
H -2.63 -3.53 -3.43
H -2.23 -4.48 -1.97
H -3.03 -2.90 -1.82
C -2.57 -0.13 -0.99
O -3.66 -0.04 -0.57
H -2.30 -0.83 -4.35
H -2.62 0.84 -4.13
H -0.65 1.26 -5.35
H 0.30 -0.45 -4.63
B -0.48 0.48 -4.45
N -1.96 0.07 -3.94
H 0.18 2.54 -3.48
C 3.96 0.47 4.41
C 3.29 -0.62 3.61
C 4.09 -1.47 2.84
C 3.52 -2.50 2.09
C 2.14 -2.63 2.05
C 1.33 -1.70 2.72
N -0.04 -1.74 2.47
C -0.95 -0.68 2.50
C -2.21 -0.85 3.07
C -3.01 0.26 3.34
C -2.55 1.55 3.03
C -1.35 1.73 2.32
C -0.58 0.60 2.03
C 0.58 0.70 1.11
O 1.58 1.37 1.40
O 0.44 0.04 -0.03
C 1.90 -0.77 3.62
C 1.07 0.03 4.57
H 3.58 1.47 4.13
H 3.80 0.34 5.49
H 5.04 0.45 4.23
H 5.17 -1.32 2.86
H 4.15 -3.20 1.53
H 1.65 -3.42 1.47
H -0.46 -2.66 2.40
H -2.54 -1.87 3.34
H -3.98 0.13 3.81
H -3.13 2.43 3.31
H -0.98 2.70 2.03
H 0.89 1.04 4.18
H 0.11 -0.44 4.79
H 1.60 0.15 5.53
*
```

- Kohn-Sham gap (spin up / spin down): 0.1556 / 0.1571 Eh
- Lowest unoccupied orbital energy (spin up / spin down): -7.62 / -7.58 eV
- HOMO energy (spin up / spin down): -11.9 / -11.9 eV
- DFT total energy: -72507.840 eV
- F_max: 4.9 eV/Å
- <S²>: 0.7532

Below is a structure of composition C22H39BrClIrN4OP, with properties calculated with ωB97M-V with the def2-TZVPD basis set.

```
! wB97M-V def2-TZVPD RIJCOSX def2/J DEFGRID3
* xyz 1 1
Ir 1.23 -1.24 -0.18
C -2.69 5.82 -0.15
C -1.23 5.38 -0.25
C -0.47 5.94 0.96
C -0.64 5.98 -1.54
C -1.08 3.87 -0.27
C 0.17 3.30 -0.50
C 0.28 1.93 -0.46
Br 2.01 1.17 -0.77
C -0.77 1.03 -0.18
O -0.55 -0.26 -0.11
C -2.05 1.60 0.00
C -2.14 2.99 -0.04
C -3.35 0.82 0.21
C -4.27 1.11 -0.99
C -4.03 1.30 1.50
C -3.20 -0.70 0.32
H -2.75 6.90 -0.16
H -3.15 5.48 0.78
H -3.28 5.45 -0.99
H -0.53 7.03 0.98
H 0.59 5.67 0.92
H -0.89 5.56 1.89
H -0.82 7.05 -1.57
H -1.09 5.52 -2.42
H 0.44 5.83 -1.60
H 1.04 3.91 -0.70
H -3.12 3.42 0.11
H -4.47 2.17 -1.11
H -5.23 0.60 -0.85
H -3.82 0.74 -1.91
H -4.33 2.35 1.45
H -3.37 1.18 2.36
H -4.93 0.72 1.68
H -2.75 -1.13 -0.57
H -4.20 -1.12 0.44
H -2.60 -0.98 1.18
C 4.90 -0.50 0.79
C 4.47 -1.96 0.89
P 3.15 -2.47 -0.25
C 3.85 -2.35 -1.94
C 5.06 -3.23 -2.26
C 2.88 -4.25 0.09
C 4.06 -5.07 0.59
H 5.81 -0.34 1.36
H 4.13 0.17 1.18
H 5.11 -0.21 -0.24
H 4.12 -2.19 1.90
H 5.32 -2.63 0.69
H 4.09 -1.30 -2.11
H 3.02 -2.58 -2.61
H 5.89 -3.04 -1.58
H 5.41 -3.03 -3.27
H 4.81 -4.29 -2.21
H 2.48 -4.67 -0.84
H 2.06 -4.29 0.81
H 4.94 -4.99 -0.05
H 3.79 -6.12 0.63
H 4.35 -4.77 1.60
Cl 0.39 -2.72 -1.69
N -3.39 -4.73 1.92
C -2.41 -4.10 1.26
N -2.46 -4.01 -0.07
N -1.43 -3.59 1.98
C -0.42 -2.98 1.52
N 0.57 -2.41 1.27
H -4.18 -5.14 1.45
H -3.34 -4.77 2.92
H -3.24 -4.37 -0.59
H -1.73 -3.51 -0.58
*
```

- Kohn-Sham gap (spin up / spin down): 0.2142 / 0.2142 Eh
- Lowest unoccupied orbital energy (spin up / spin down): -4.34 / -4.35 eV
- HOMO energy (spin up / spin down): -10.2 / -10.2 eV
- DFT total energy: -126144.154 eV
- F_max: 0.9 eV/Å

Below is a structure of composition C22H39CdCl3N3O3Si at a distorted geometry, with properties calculated with ωB97M-V with the def2-TZVPD basis set.

```
! wB97M-V def2-TZVPD RIJCOSX def2/J DEFGRID3
* xyz -1 1
C -2.12 -2.27 -3.76
C -1.51 -2.84 -2.52
H -2.54 -3.08 -4.37
H -1.34 -1.78 -4.36
H -2.91 -1.53 -3.53
C -1.12 -4.14 -2.46
C -1.37 -5.14 -3.53
H -0.70 -4.53 -1.54
H -0.86 -4.90 -4.46
H -2.44 -5.17 -3.79
H -1.06 -6.16 -3.29
Cd 1.15 2.59 1.73
Cl -1.33 2.19 2.02
Cl 3.41 3.52 1.82
H 0.35 7.42 4.55
H -2.01 6.85 4.84
C 0.52 6.66 3.79
C -2.03 6.59 3.78
N -0.74 6.12 3.33
H 1.18 5.87 4.16
C -0.61 5.18 2.38
O 0.53 4.88 1.97
H -2.77 5.81 3.60
H -1.52 4.66 2.02
H 1.07 7.06 2.92
H -2.36 7.46 3.21
H 3.31 -0.36 -2.27
H 0.49 -1.22 -1.76
C 3.88 -0.80 -1.44
C 2.04 -2.41 -1.74
N 3.01 -1.91 -0.94
H 4.04 -0.09 -0.63
C 3.04 -2.24 0.44
O 3.56 -1.54 1.29
H 1.41 -3.23 -1.37
H 2.49 -3.20 0.66
H 4.84 -1.20 -1.78
H 2.12 -2.21 -2.81
O -0.36 -0.68 -1.79
C -1.45 -1.85 -1.36
C -0.25 -2.03 0.90
C -1.18 -2.50 -0.03
H 0.23 -1.05 0.74
C 0.07 -2.86 1.98
H -2.39 -1.30 -1.27
C -2.00 -3.60 0.33
H 0.96 -2.64 2.57
C -0.70 -3.99 2.30
C -1.79 -4.33 1.49
H -2.78 -3.91 -0.37
H -0.45 -4.64 3.14
H -2.45 -5.17 1.70
Si -0.17 1.01 -2.32
Cl 1.70 0.94 -0.04
C 1.35 2.31 -2.67
C -1.26 2.10 -1.26
C -0.51 0.72 -4.12
H 1.88 2.83 -1.84
H 0.84 3.12 -3.26
H 2.14 1.83 -3.29
H 0.16 -0.08 -4.45
H -0.34 1.61 -4.72
H -1.53 0.36 -4.30
H -1.95 1.50 -0.65
H -1.80 2.71 -2.00
H -0.76 2.80 -0.57
C 0.53 -1.05 5.13
C 0.87 0.05 4.23
N 1.08 0.92 3.51
H -0.43 -0.84 5.63
H 1.29 -1.17 5.92
H 0.43 -2.01 4.58
*
```

- Kohn-Sham gap (spin up / spin down): 0.1615 / 0.1614 Eh
- Lowest unoccupied orbital energy (spin up / spin down): 2.49 / 2.49 eV
- HOMO energy (spin up / spin down): -1.9 / -1.9 eV
- DFT total energy: -84070.047 eV
- F_max: 5.1 eV/Å